No. 1
{"formula": "C14H44N4O14", "method": "ωB97M-V/def2-TZVPD", "species": ["O", "O", "O", "O", "O", "O", "O", "O", "O", "O", "O", "O", "O", "O", "N", "N", "N", "N", "C", "C", "C", "C", "C", "C", "C", "C", "C", "C", "C", "C", "C", "C", "H", "H", "H", "H", "H", "H", "H", "H", "H", "H", "H", "H", "H", "H", "H", "H", "H", "H", "H", "H", "H", "H", "H", "H", "H", "H", "H", "H", "H", "H", "H", "H", "H", "H", "H", "H", "H", "H", "H", "H", "H", "H", "H", "H"], "coordinates": [[4.3808, -1.9744, -5.3835], [-3.2088, -5.0539, 2.1605], [-0.5226, 6.0604, -2.4881], [1.4796, -1.6716, 0.0460], [0.1393, -3.0535, 3.0039], [-0.9578, 0.7697, -3.6873], [1.9405, -3.7531, -4.2811], [-2.5717, 3.1068, 2.3719], [-0.2464, 0.7076, 0.9647], [-4.4504, -2.7167, 3.6184], [-0.0451, 4.0057, 3.0686], [0.3412, 4.2122, 0.4418], [1.7497, 2.3803, -1.2709], [1.9553, -4.5670, 1.4644], [3.9586, 2.7453, -1.1239], [-1.6833, 1.9643, -2.0520], [3.2383, 0.7438, -1.1883], [-3.0005, 1.6783, -3.6591], [2.6855, -2.7194, -3.6676], [0.1445, 4.9901, -1.7872], [0.3344, -1.1909, -0.6355], [2.8784, 1.9961, -1.1735], [-0.4582, 4.9787, -0.3774], [-1.8358, 1.3662, -3.1261], [-0.5410, 2.9496, 3.7784], [-3.6219, -2.6558, 2.5250], [-3.9220, -3.9184, 1.6358], [-2.1305, 2.8650, 3.6526], [3.0732, -1.6823, -4.7997], [2.2612, -4.0009, 2.7059], [1.1123, -3.9165, 3.6357], [-0.6207, -0.5734, 0.4179], [-2.5542, 1.8634, 3.7262], [-0.2249, 2.9758, 4.8212], [1.9458, -2.2902, -2.9918], [-1.4883, -0.2990, -0.1822], [3.7623, 3.7298, -1.0125], [-3.3611, 1.4268, -4.5684], [1.2155, -2.2709, 0.7479], [-0.5134, 4.0501, 2.2318], [-4.3006, -3.5892, 3.9898], [-0.5954, 5.9885, 0.0095], [5.0252, -1.8174, -4.6894], [-2.4661, 3.5286, 4.4495], [0.6508, -4.9003, 3.7200], [-0.2152, 1.9926, 3.3708], [-3.6666, -3.6943, 0.6001], [-3.6983, 1.9435, -2.9787], [1.6207, -4.4597, -3.7153], [-0.7942, 1.9792, -1.5731], [2.4992, 0.0555, -1.1769], [-3.8316, -1.7067, 2.0316], [-3.5262, 3.0067, 2.3967], [-4.9794, -4.0915, 1.4357], [-0.6872, 5.8688, -3.4143], [2.9808, -4.7062, 3.1218], [0.5566, 3.3381, 0.1084], [2.8823, -3.1188, 2.5502], [-0.1047, -2.0338, -1.1690], [-0.1315, -3.4248, 2.1611], [4.8373, 2.2573, -1.0251], [2.3897, -1.6028, -5.6450], [-2.4547, 2.5186, -1.7089], [4.1448, 0.3037, -1.1196], [0.0454, 4.0138, -2.2617], [-1.5184, 4.7358, -0.4476], [-1.0129, 1.1925, 1.2795], [-2.5777, -2.7348, 2.8273], [0.6817, -0.4816, -1.3868], [1.2768, -3.4694, 4.6161], [3.4828, -3.0858, -3.0210], [3.2374, -0.7077, -4.3399], [1.2189, 5.1571, -1.8648], [-0.8741, -1.2916, 1.1977], [-3.4415, -5.2405, 3.0730], [2.7082, -4.9811, 1.0362]], "atomic_forces_ev_per_a": [[-0.9, -0.3, 0.1], [-0.2, 0.5, -1.0], [0.0, -0.4, 0.6], [0.9, 0.2, -0.3], [-0.3, 0.6, 0.4], [1.6, -1.8, -1.0], [0.3, -0.7, -1.3], [0.5, 1.9, -1.4], [1.4, -0.1, 0.3], [-0.8, 0.1, 1.7], [0.3, -0.4, 1.2], [-0.1, 0.0, 2.3], [-3.3, 1.3, 0.3], [-1.8, 0.1, -1.1], [1.0, 2.5, 0.2], [1.1, 3.8, 8.5], [-0.9, -5.1, -0.1], [-4.2, 0.4, -1.4], [-1.8, 0.6, -0.8], [-0.4, 0.8, -1.4], [0.5, 0.2, 1.8], [2.0, -0.5, -0.3], [-0.3, 1.1, -1.4], [0.8, -2.1, -5.9], [-1.5, 0.1, 0.2], [-0.2, -1.4, -1.7], [0.6, 1.2, -0.1], [0.3, -1.5, 0.6], [2.1, -0.7, 1.2], [3.4, -1.3, 0.6], [-1.7, 0.6, -1.5], [-1.2, 0.8, -1.9], [0.9, -0.4, 1.8], [0.2, 0.2, -0.1], [0.3, 0.9, 0.3], [-0.7, -0.7, 0.1], [1.0, -0.1, 0.0], [0.6, -0.4, 0.3], [0.0, -0.2, 0.1], [-0.2, 0.4, -1.7], [-0.3, 0.1, 0.5], [1.0, 0.2, 0.2], [0.1, -0.1, -0.1], [-0.4, 0.3, -0.1], [0.2, -0.2, 0.3], [0.5, -0.6, -0.6], [1.2, -0.5, 0.0], [-0.3, 0.0, -0.7], [0.3, 0.3, 0.4], [-0.1, -0.2, -0.1], [0.1, 0.1, 0.1], [0.1, -0.1, -0.3], [-0.2, 0.0, -0.4], [-0.4, -0.2, 1.1], [0.1, -0.3, 0.0], [0.2, 0.0, 0.8], [0.3, -0.6, -0.8], [-0.6, 0.7, 0.3], [-0.7, 0.2, 0.0], [0.0, -0.5, 0.0], [0.0, 1.1, 0.1], [-0.2, -0.3, 0.5], [0.7, 0.1, 0.3], [0.0, 0.8, 0.1], [-0.5, 0.0, -0.1], [-0.2, -1.1, -0.1], [-0.4, -0.4, -0.3], [0.3, 0.3, -0.2], [-0.3, 0.2, 0.1], [0.5, -0.2, -0.2], [0.6, 0.1, -0.5], [-0.7, 0.2, 0.2], [0.1, 0.3, 0.8], [0.1, 0.0, 0.1], [-0.3, 0.0, 0.0], [0.1, 0.1, 0.3]], "largest_force_ev_per_a": 9.39, "homo_ev": [-11.501, -11.501], "homo_lumo_gap_ev": [8.6828, 2.5193], "charge": 1, "lumo_energy_ev": [-2.82, -8.98], "multiplicity": 2}


No. 2
{"formula": "C14H44NO12PS", "method": "ωB97M-V/def2-TZVPD", "species": ["S", "P", "O", "O", "O", "O", "O", "O", "O", "O", "O", "O", "O", "O", "N", "C", "C", "C", "C", "C", "C", "C", "C", "C", "C", "C", "C", "C", "C", "H", "H", "H", "H", "H", "H", "H", "H", "H", "H", "H", "H", "H", "H", "H", "H", "H", "H", "H", "H", "H", "H", "H", "H", "H", "H", "H", "H", "H", "H", "H", "H", "H", "H", "H", "H", "H", "H", "H", "H", "H", "H", "H", "H"], "coordinates": [[1.4386, -7.3835, 3.3662], [4.2127, -6.7138, 2.7436], [-1.9311, -0.9801, 4.4996], [2.7451, -6.3286, 3.2899], [0.7146, 4.3661, -5.6584], [4.0481, -8.1076, 1.9969], [0.9083, -7.1082, 4.6764], [0.4420, -0.2523, -2.1485], [-0.3198, -1.3877, 0.3833], [0.4817, -6.7505, 2.2669], [3.5759, 8.4898, -5.3111], [4.8450, -5.6531, 1.9845], [-5.9548, -1.8963, 3.3659], [4.9281, -7.2240, 4.0584], [0.0369, -5.3750, 2.3361], [-1.9135, 0.2224, 1.2895], [2.0310, 10.0557, -4.2408], [-2.0318, -2.3822, 4.7506], [1.9079, -4.1002, 1.1524], [0.0435, 1.0456, -2.6049], [3.3567, 9.3224, -4.1760], [-0.6197, -0.5441, 1.4871], [0.4835, -4.6324, 1.1672], [-7.1458, -0.2334, 2.0237], [0.9663, 1.5949, -3.6713], [-3.3276, -2.7572, 5.4401], [-5.8840, -0.5987, 2.7812], [2.8388, 5.4394, -6.2151], [2.1075, 4.1530, -5.8862], [1.3379, -0.1840, -1.7995], [-2.7365, -0.4747, 1.1262], [-5.7237, 0.0833, 3.6156], [-8.0135, -0.2827, 2.6821], [-0.9650, 0.9133, -2.9937], [-4.1789, -2.4341, 4.8417], [-5.0124, -0.5285, 2.1227], [3.6778, -8.0006, 1.1100], [2.6424, -4.8430, 0.8508], [-0.2265, -0.8465, -0.4153], [2.7182, 6.1722, -5.4208], [1.9627, -3.2891, 0.4248], [4.4728, -6.9581, 4.8665], [3.9048, 5.2568, -6.3579], [-7.0743, 0.7750, 1.6139], [0.3208, -5.2901, 0.3140], [1.0099, 0.9137, -4.5221], [-1.9696, -2.8550, 3.7695], [-1.1702, -2.7176, 5.3393], [3.3821, 8.6504, -3.3187], [1.9991, 10.7220, -5.1061], [0.3597, -4.9997, 3.2231], [1.8758, 10.6592, -3.3457], [-1.8460, 0.8756, 0.4150], [2.4914, 3.7203, -4.9634], [0.6176, 2.5661, -4.0202], [-0.7012, -1.1930, 2.3561], [2.1975, -3.6885, 2.1196], [-2.1423, 0.8321, 2.1637], [0.2070, 0.1539, 1.6707], [-6.0778, -2.5381, 2.6595], [-1.9710, -0.5223, 5.3447], [-3.3949, -2.2754, 6.4195], [-0.0107, 1.7370, -1.7569], [2.2418, 3.4127, -6.6828], [1.2085, 9.3457, -4.3301], [-0.2171, -3.8000, 1.0864], [3.5779, 9.0477, -6.0950], [-3.3881, -3.8362, 5.5902], [2.4445, 5.8801, -7.1348], [-7.3119, -0.9234, 1.1929], [1.9809, 1.7065, -3.2792], [4.1805, 10.0354, -4.0649], [0.3358, 4.7415, -6.4587]], "atomic_forces_ev_per_a": [[-0.2, -0.5, 0.2], [0.0, -0.4, 0.3], [0.0, 0.0, 0.0], [-0.2, 0.2, -0.3], [0.0, 0.0, 0.0], [-0.3, 0.1, -0.1], [0.0, 0.2, 0.0], [0.0, 0.1, 0.1], [0.0, 0.0, 0.1], [0.6, 0.1, -0.3], [0.0, 0.1, 0.0], [0.0, 0.2, -0.1], [-0.1, 0.0, -0.1], [0.1, 0.1, 0.1], [-0.7, 0.0, 0.3], [0.0, 0.0, -0.1], [0.0, -0.1, -0.1], [0.0, 0.0, 0.0], [0.0, 0.1, -0.2], [0.0, 0.0, 0.0], [0.0, 0.0, 0.0], [0.0, 0.0, -0.1], [0.3, 0.0, 0.0], [0.0, -0.1, 0.1], [0.0, -0.1, 0.0], [0.0, 0.1, 0.0], [0.0, 0.0, 0.0], [-0.1, -0.1, 0.0], [0.0, 0.1, -0.1], [0.0, 0.0, -0.1], [0.0, 0.0, 0.0], [0.0, 0.0, 0.0], [0.0, 0.0, 0.0], [0.0, 0.0, 0.0], [0.0, 0.0, 0.0], [0.0, 0.0, 0.0], [0.2, 0.0, 0.0], [0.1, -0.1, 0.2], [0.0, -0.1, -0.1], [0.0, 0.0, 0.0], [0.0, 0.0, 0.0], [0.1, 0.0, 0.0], [0.0, 0.0, 0.0], [0.0, 0.0, 0.0], [-0.2, 0.1, -0.1], [0.0, 0.0, 0.0], [0.0, 0.0, 0.0], [0.0, 0.0, 0.0], [0.0, 0.0, 0.0], [0.0, 0.0, 0.0], [0.2, 0.0, 0.0], [0.0, 0.0, 0.0], [0.0, 0.0, 0.0], [0.0, 0.0, 0.0], [0.0, 0.0, 0.0], [0.0, 0.0, 0.0], [0.0, 0.0, 0.0], [0.0, 0.0, 0.0], [0.0, 0.0, 0.0], [0.0, 0.0, 0.0], [0.0, 0.0, 0.0], [0.0, 0.0, 0.0], [0.0, 0.0, 0.0], [0.0, 0.0, 0.0], [0.0, 0.0, 0.0], [0.0, 0.0, 0.0], [0.0, 0.0, 0.0], [0.0, 0.0, 0.0], [0.0, 0.0, 0.0], [0.0, 0.0, 0.0], [0.0, 0.0, 0.0], [0.0, 0.0, 0.0], [0.0, 0.0, 0.0]], "largest_force_ev_per_a": 0.77, "homo_ev": -9.437, "homo_lumo_gap_ev": 10.0039, "charge": 0, "lumo_energy_ev": 0.57, "multiplicity": 1}


No. 3
{"formula": "C14H44O8", "method": "ωB97M-V/def2-TZVPD", "species": ["O", "O", "O", "O", "O", "O", "O", "O", "C", "C", "C", "C", "C", "C", "C", "C", "C", "C", "C", "C", "C", "C", "H", "H", "H", "H", "H", "H", "H", "H", "H", "H", "H", "H", "H", "H", "H", "H", "H", "H", "H", "H", "H", "H", "H", "H", "H", "H", "H", "H", "H", "H", "H", "H", "H", "H", "H", "H", "H", "H", "H", "H", "H", "H", "H", "H"], "coordinates": [[-4.4098, -2.3519, -2.7025], [-3.6310, 3.7241, -4.6898], [0.4923, -3.4313, 0.1312], [-4.0926, 1.6066, 0.1544], [1.3970, -0.7010, 0.0334], [4.4160, -0.5744, 1.3910], [0.4509, -1.9569, 4.9323], [5.0106, -0.8664, -2.2924], [4.2243, -1.9527, 1.2974], [-4.0961, 2.9283, -3.6997], [-3.5676, 1.1641, 1.4083], [-2.9049, 2.3823, -2.9577], [-2.4116, 2.0569, 1.8922], [3.4344, -2.4274, 2.4210], [-3.7707, -1.4610, -1.8501], [4.4458, 1.4053, -2.4522], [0.1471, 0.8584, -1.0354], [0.9255, 0.2531, 3.9353], [1.1600, -0.7208, 5.0896], [4.0045, -0.0498, -2.6222], [0.9957, 0.6164, 0.1300], [-3.2630, -2.2804, -0.6505], [5.0421, -0.3669, 0.6935], [-0.0672, 1.9264, -0.9943], [-4.6359, 2.0439, -4.0382], [1.0023, -3.5618, -0.6682], [0.4311, 0.8027, 1.0436], [3.0669, -0.3317, -2.1431], [-1.9444, 1.5015, 2.7054], [-2.5033, 3.1043, -2.2466], [-2.9661, -1.0085, -2.4296], [5.3433, 1.6589, -3.0163], [-4.4190, 1.1902, 2.0884], [4.6147, 1.7076, -1.4186], [3.7823, -2.1343, 0.3177], [-0.0892, 0.4687, 3.6008], [-2.5246, -3.0557, -0.8552], [0.4732, -2.4818, 0.2513], [4.6708, -1.7523, -2.4383], [3.5605, 1.9419, -2.7935], [2.2342, -0.8951, 5.1517], [-3.0674, 4.3640, -4.2489], [-4.9883, -2.8974, -2.1645], [0.7768, -0.3691, 6.0474], [2.4327, -1.9982, 2.4005], [3.8504, -0.3025, -3.6713], [-4.6809, 3.5202, -2.9956], [-4.1238, 2.5661, 0.1508], [-2.0620, 2.2922, -3.6429], [-4.4432, -0.6566, -1.5519], [-1.7570, 2.2470, 1.0416], [0.6208, 0.7101, -2.0058], [2.3395, -0.7386, -0.1451], [-2.7929, 3.0298, 2.2023], [-2.7145, -1.5428, -0.0645], [-3.2116, 0.1404, 1.2926], [0.7517, -2.4036, 5.7271], [1.3255, -0.2011, 3.0288], [-3.0534, 1.4789, -2.3662], [-0.8272, 0.3725, -1.0887], [1.9149, 1.1625, 0.3416], [-4.1289, -2.6968, -0.1358], [5.1290, -2.5592, 1.3396], [3.3870, -3.5000, 2.2329], [3.8726, -2.1800, 3.3879], [1.4218, 1.1826, 4.2143]], "atomic_forces_ev_per_a": [[-0.9, -0.5, -1.4], [0.2, 1.5, -2.2], [-0.2, -0.6, 0.1], [0.3, -0.4, -0.4], [0.6, -2.5, 0.6], [0.6, 0.9, -0.1], [0.6, 0.1, -0.3], [2.6, -2.6, 2.0], [0.7, -0.2, -0.8], [0.1, -1.6, 2.3], [-0.1, 0.9, -0.2], [1.2, 0.0, 1.0], [-1.0, -0.6, -0.4], [-1.6, -0.5, 0.5], [0.7, -0.9, 0.5], [-1.3, -0.4, 0.1], [-0.7, 2.6, -1.5], [0.1, -0.6, -0.1], [-1.2, 0.2, -0.2], [-0.9, 1.7, -1.7], [0.3, -0.2, 1.1], [0.5, 1.6, -0.2], [0.2, 0.5, -0.1], [-0.4, 0.3, -0.3], [-0.4, 0.5, -0.6], [0.1, 0.0, -0.2], [-0.3, -0.4, 0.2], [-0.3, 0.5, 0.5], [0.4, 0.5, 0.0], [-0.2, 0.3, 0.3], [0.2, 0.0, 0.1], [-0.2, -0.2, -0.2], [0.2, -0.3, 0.5], [0.0, -0.3, 0.1], [-0.4, -0.6, -0.1], [-0.4, -0.1, 0.9], [-0.3, -0.1, -0.5], [0.2, 0.5, 0.0], [0.5, -0.4, 0.1], [0.3, 0.7, -0.2], [0.1, 0.0, 0.1], [0.1, 0.3, -0.3], [-0.1, -0.1, -0.1], [0.4, 0.8, 0.1], [-0.1, -0.2, 0.0], [-0.7, 0.9, -0.6], [-0.7, -0.2, 0.1], [0.0, 0.1, 0.1], [-0.2, -0.6, -0.3], [0.0, 0.1, 0.3], [0.4, -0.3, 0.2], [0.3, -0.2, 0.1], [0.0, 0.0, 0.3], [0.1, 0.0, 0.3], [-0.2, -0.2, 0.8], [-0.2, 0.0, -0.2], [-0.4, -0.7, -0.1], [0.6, 0.3, 0.0], [-0.2, -0.1, -0.2], [0.2, -0.4, 0.6], [-0.1, 1.0, -0.9], [0.2, 0.1, 0.3], [0.7, 0.4, -0.3], [-0.4, -0.2, 0.7], [0.3, -0.2, -0.1], [0.1, 0.1, -0.4]], "largest_force_ev_per_a": 4.14, "homo_ev": -9.865, "homo_lumo_gap_ev": 10.2757, "charge": 0, "de_lowest_kj_mol": 304.6, "lumo_energy_ev": 0.41, "smiles": "CCO.CCO.CCO.CCO.CCO.CCO.CCO.O", "multiplicity": 1}